1.
The following is a DFT calculation (ωB97M-V/def2-TZVPD) of a structure of composition C25H29F10N4O5Sc at a distorted geometry.

Last column: Löwdin charge in e.
Positions of all 74 atoms, in Å:
Sc (-0.340, -0.199, -0.184)  1.1253
C (0.243, 4.778, 1.564)  -0.0843
O (0.904, 3.697, 0.945)  -0.1700
C (0.612, 3.538, -0.425)  -0.1885
C (-0.845, 3.263, -0.721)  -0.1609
O (-1.278, 2.104, -0.012)  -0.1871
C (-2.681, 2.107, 0.261)  -0.1470
C (-2.971, 1.149, 1.382)  -0.1652
O (-2.504, -0.140, 1.016)  -0.2665
C (-3.217, -1.213, 1.630)  -0.0493
H (0.329, 5.695, 0.968)  0.0963
H (0.723, 4.935, 2.527)  0.0944
H (-0.819, 4.564, 1.735)  0.0869
H (1.227, 2.702, -0.760)  0.1002
H (0.897, 4.436, -0.989)  0.1388
H (-0.991, 3.114, -1.792)  0.1264
H (-1.458, 4.114, -0.421)  0.1228
H (-3.230, 1.840, -0.642)  0.1274
H (-2.984, 3.107, 0.580)  0.1372
H (-4.052, 1.122, 1.533)  0.1384
H (-2.493, 1.473, 2.309)  0.1362
H (-4.285, -1.099, 1.439)  0.1007
H (-3.030, -1.233, 2.707)  0.1051
H (-2.882, -2.137, 1.171)  0.0854
C (0.438, 1.203, -3.217)  -0.0544
N (0.914, 0.109, -2.360)  -0.2360
C (0.630, -1.156, -3.053)  -0.1811
C (0.909, -2.380, -2.205)  -0.2113
N (0.390, -2.197, -0.856)  -0.0640
C (0.654, -3.163, 0.060)  -0.1851
C (0.217, -2.942, 1.370)  -0.1205
F (-0.437, -1.759, 1.569)  0.0305
C (0.362, -3.789, 2.439)  -0.1485
F (-0.111, -3.448, 3.639)  0.1266
C (1.002, -4.995, 2.249)  -0.1566
F (1.167, -5.857, 3.256)  0.1167
C (1.465, -5.284, 0.981)  -0.1491
F (2.079, -6.448, 0.767)  0.1245
C (1.304, -4.406, -0.077)  -0.1275
F (1.778, -4.819, -1.268)  0.0828
C (2.350, 0.275, -2.068)  -0.1599
C (2.737, -0.230, -0.689)  -0.1975
N (1.751, 0.236, 0.271)  -0.0585
C (2.128, 0.771, 1.469)  -0.1721
C (3.384, 1.163, 1.968)  -0.1234
F (4.507, 1.029, 1.235)  0.0786
C (3.548, 1.743, 3.215)  -0.1461
F (4.775, 2.086, 3.610)  0.1227
C (2.484, 1.979, 4.059)  -0.1554
F (2.658, 2.548, 5.255)  0.1147
C (1.230, 1.603, 3.621)  -0.1516
F (0.148, 1.816, 4.375)  0.1207
C (1.107, 1.020, 2.390)  -0.1375
F (-0.152, 0.703, 1.959)  0.0278
H (0.904, 1.159, -4.209)  0.1043
H (-0.644, 1.150, -3.329)  0.0795
H (0.699, 2.158, -2.767)  0.0688
H (-0.417, -1.138, -3.345)  0.1089
H (1.228, -1.218, -3.972)  0.1316
H (0.451, -3.237, -2.708)  0.1238
H (1.986, -2.568, -2.196)  0.1103
H (2.961, -0.206, -2.841)  0.1321
H (2.569, 1.342, -2.098)  0.1166
H (2.774, -1.323, -0.675)  0.1037
H (3.742, 0.124, -0.481)  0.1116
N (-2.970, -2.645, -1.742)  0.0265
C (-3.370, -1.580, -2.662)  -0.1705
C (-2.701, -0.254, -2.350)  -0.5932
O (-3.077, 0.775, -2.884)  0.0545
O (-1.711, -0.332, -1.512)  -0.1669
H (-1.976, -2.585, -1.553)  0.0377
H (-3.159, -3.555, -2.138)  0.0696
H (-4.445, -1.411, -2.607)  0.1186
H (-3.139, -1.784, -3.713)  0.1205

**Frontier orbital gap**: 0.285 hartree
**LUMO level**: 0.3 eV
**DFT total energy**: -90469.5830 eV
**Energy relative to the best compared isomer or geometry (same formula, charge and spin)**: 84.7 kJ/mol
**HOMO energy**: -7.4 eV


2.
The following is a DFT calculation (ωB97M-V/def2-TZVPD) of a structure of composition C25H29IN3O8PS6W at a distorted geometry.

Last column: Löwdin charge in e.
Positions of all 74 atoms, in Å:
W (-0.466, -0.329, -0.377)  1.2944
C (-0.786, -1.206, 5.187)  -0.0710
C (0.053, -0.083, 4.545)  -0.2916
O (1.452, -0.237, 4.911)  -0.4397
P (2.722, 0.569, 4.231)  0.6438
S (0.922, 1.165, 1.239)  0.2427
S (2.597, 0.157, 2.097)  0.1691
O (2.124, 2.085, 4.278)  -0.4595
C (2.927, 3.156, 3.803)  -0.3663
C (2.156, 4.376, 4.195)  -0.0918
H (-1.829, -0.933, 4.937)  0.0838
H (-0.611, -1.288, 6.261)  0.0682
H (-0.546, -2.125, 4.707)  0.0490
H (-0.216, 0.929, 4.885)  0.1143
H (-0.059, -0.173, 3.438)  0.0526
H (3.011, 3.031, 2.705)  0.0957
H (3.912, 3.143, 4.258)  0.1015
H (1.171, 4.367, 3.729)  0.0743
H (2.754, 5.279, 3.903)  0.0864
H (1.941, 4.364, 5.314)  0.0962
C (2.708, -3.674, 1.349)  -0.1043
C (2.040, -2.576, 0.503)  -0.7824
S (0.450, -2.193, 0.958)  0.6822
C (2.720, -1.875, -0.412)  -0.7557
C (4.209, -2.033, -0.739)  -0.0971
S (1.895, -0.668, -1.300)  0.8374
H (3.791, -3.722, 1.398)  0.0623
H (2.506, -4.638, 0.829)  0.0855
H (2.218, -3.587, 2.354)  0.0763
H (4.501, -3.073, -0.714)  0.0676
H (4.803, -1.445, -0.028)  0.0847
H (4.348, -1.567, -1.690)  0.0473
O (-2.518, -3.374, -4.536)  0.0374
C (-2.380, -2.151, -5.090)  -0.2761
C (-2.645, -1.895, -6.445)  -0.0319
C (-2.483, -0.661, -7.088)  -0.0734
C (-1.880, 0.372, -6.320)  -0.1059
C (-1.589, 0.172, -4.988)  -0.0113
C (-1.938, -1.048, -4.344)  -0.0618
C (-1.572, -1.277, -2.929)  -0.4254
O (-0.658, -0.527, -2.423)  -0.2348
N (-2.212, -2.159, -2.233)  0.0301
N (-1.748, -2.117, -0.856)  -0.1940
C (-2.351, -3.027, -0.110)  -0.8570
S (-3.277, -4.277, -0.891)  0.9707
C (-3.680, -5.166, 0.598)  -0.5522
C (-2.635, -4.839, 1.664)  -0.5269
S (-2.331, -3.076, 1.654)  0.9061
H (-2.505, -3.242, -3.539)  0.0581
H (-2.958, -2.770, -7.022)  0.1090
H (-2.554, -0.657, -8.165)  0.0920
H (-1.624, 1.304, -6.811)  0.0919
H (-0.981, 0.950, -4.428)  0.1442
H (-3.684, -6.235, 0.323)  0.0755
H (-4.719, -4.911, 0.925)  0.0843
H (-1.754, -5.377, 1.346)  0.0713
H (-2.912, -5.155, 2.683)  0.0872
O (-2.325, 0.293, -0.675)  -0.3349
N (-1.911, 0.703, 0.655)  -0.1911
O (-1.679, -0.540, 1.316)  -0.5252
I (-0.066, 8.389, 0.113)  0.8415
C (0.129, 6.432, -0.502)  -0.7782
C (-0.930, 5.546, -0.571)  -0.1561
C (-0.719, 4.250, -0.935)  -0.0097
C (0.565, 3.784, -1.230)  -0.1304
C (1.594, 4.670, -1.278)  -0.0094
C (1.414, 6.009, -0.841)  -0.1448
C (0.864, 2.323, -1.459)  -0.7116
O (1.976, 2.004, -1.802)  -0.0136
O (-0.109, 1.590, -1.133)  -0.3071
H (-1.944, 5.883, -0.284)  0.1058
H (-1.485, 3.501, -0.864)  0.1177
H (2.585, 4.366, -1.530)  0.1104
H (2.206, 6.743, -0.710)  0.0735

**Frontier orbital gap (alpha / beta)**: 0.246 / 0.213 hartree
**LUMO level (alpha / beta)**: 2.0 / 0.9 eV
**DFT total energy**: -131474.4101 eV
**<S²>**: 0.77
**Energy relative to the best compared isomer or geometry (same formula, charge and spin)**: 379.7 kJ/mol
**2S+1**: 2
**Total charge**: -1
**HOMO energy (alpha / beta)**: -4.7 / -4.9 eV


3.
The following is a DFT calculation (ωB97M-V/def2-TZVPD) of a cluster of 2 separate species, C25H29INO9PS2 in total.

Last column: Löwdin charge in e.
Positions of all 68 atoms, in Å:
N (2.242, -4.534, 1.648)  0.1838
C (1.476, -4.193, 0.859)  -0.3186
O (0.637, -3.806, -0.061)  0.0810
C (0.290, -2.446, -0.010)  -0.1588
C (1.085, -1.545, -0.673)  -0.0045
C (0.746, -0.196, -0.712)  -0.1907
P (1.922, 0.803, -1.684)  0.2162
O (2.699, 1.693, -0.620)  -0.1742
O (1.013, 1.911, -2.428)  -0.2045
S (3.054, -0.206, -2.864)  0.3852
C (-0.421, 0.272, -0.069)  -0.0912
C (-0.911, 1.705, -0.117)  -0.1279
C (0.028, 2.802, 0.401)  -0.1902
C (-0.754, 4.089, 0.743)  -0.2244
S (-0.391, 4.608, 2.391)  0.5708
O (-1.069, 3.754, 3.315)  -0.2610
O (1.015, 4.828, 2.483)  -0.2569
O (-1.050, 6.057, 2.438)  -0.1499
C (-1.216, -0.687, 0.591)  0.0023
C (-0.870, -2.047, 0.620)  0.0135
C (-1.775, -3.049, 1.286)  -0.2529
O (-1.346, -4.031, 1.841)  0.1630
C (-3.218, -2.722, 1.189)  -0.0885
C (-4.197, -3.701, 1.116)  0.0198
C (-5.522, -3.321, 1.004)  -0.0072
C (-5.899, -1.978, 0.989)  -0.1907
C (-7.355, -1.607, 0.864)  -0.1482
C (-7.643, -0.333, 0.049)  -0.3085
C (-7.720, 0.931, 0.905)  -0.6642
I (-9.104, 2.365, 0.105)  0.7441
C (-4.910, -1.008, 1.102)  0.0540
C (-3.578, -1.380, 1.186)  -0.0733
C (-2.504, -0.353, 1.308)  -0.2597
O (-2.666, 0.649, 1.964)  0.1362
H (1.970, -1.888, -1.191)  0.0790
H (2.681, 2.641, -0.800)  0.0894
H (0.478, 1.457, -3.094)  0.0891
H (-1.827, 1.773, 0.450)  0.0879
H (-1.161, 1.940, -1.157)  0.1256
H (0.725, 3.079, -0.383)  0.0738
H (0.597, 2.461, 1.265)  0.1251
H (-0.453, 4.914, 0.097)  0.1104
H (-1.832, 3.966, 0.624)  0.1108
H (-2.002, 5.986, 2.281)  0.0971
H (-3.919, -4.746, 1.140)  0.1280
H (-6.296, -4.075, 0.928)  0.1194
H (-7.811, -1.532, 1.854)  0.1252
H (-7.856, -2.437, 0.361)  0.1139
H (-6.881, -0.212, -0.722)  0.1141
H (-8.600, -0.472, -0.452)  0.0758
H (-6.785, 1.481, 0.953)  0.0218
H (-8.072, 0.718, 1.910)  0.0403
H (-5.153, 0.046, 1.120)  0.1156
C (9.526, -1.169, -0.856)  -0.0818
C (9.090, -1.029, -2.305)  -0.2868
O (7.780, -1.494, -2.563)  -0.1592
C (6.740, -0.843, -1.854)  -0.2863
C (6.636, 0.646, -2.138)  -0.0934
H (9.415, -2.202, -0.523)  0.0814
H (10.573, -0.881, -0.754)  0.0750
H (8.942, -0.535, -0.189)  0.0654
H (9.733, -1.637, -2.942)  0.1169
H (9.204, 0.010, -2.638)  0.1061
H (6.838, -1.021, -0.777)  0.1102
H (5.823, -1.338, -2.173)  0.0865
H (7.513, 1.192, -1.786)  0.0661
H (5.760, 1.058, -1.636)  0.0523
H (6.537, 0.822, -3.210)  0.0816

**Frontier orbital gap**: 0.293 hartree
**LUMO level**: -1.4 eV
**DFT total energy**: -85373.3002 eV
**SMILES**: N#COc1cc(P(O)(O)=S)c(CCCS(=O)(=O)O)c2c1C(=O)c1ccc(CCCI)cc1C2=O.CCOCC
**HOMO energy**: -9.4 eV


4.
The following is a DFT calculation (ωB97M-V/def2-TZVPD) of a cluster of 2 separate species, C25H29N3O4S in total at a distorted geometry.

Last column: Löwdin charge in e.
Positions of all 62 atoms, in Å:
O (5.409, 5.187, 1.034)  0.0367
O (1.658, 5.659, 4.818)  0.0478
N (-0.498, 0.117, -1.311)  0.0024
O (0.211, 1.212, -0.756)  -0.0920
O (-4.924, -9.855, -1.560)  0.0467
S (0.056, 5.847, 0.043)  0.8189
C (4.468, 5.528, 1.731)  -0.5679
C (2.311, 4.905, 4.110)  -0.4784
C (-0.440, -1.007, -0.636)  -0.0783
C (-4.905, -7.585, -0.773)  -0.0166
C (-3.164, -8.391, -2.232)  -0.0033
C (-4.295, -6.324, -0.743)  -0.0181
C (-2.550, -7.131, -2.205)  -0.0214
C (-1.518, -2.353, -4.749)  -0.0768
C (-2.220, -3.541, -4.916)  -0.0774
C (-1.440, -3.102, 0.078)  -0.0293
C (-2.095, -4.314, -0.107)  -0.0185
C (-4.340, -8.621, -1.520)  -0.3228
C (-3.115, -6.078, -1.465)  -0.2042
C (-1.147, -1.939, -3.469)  -0.0142
C (-2.531, -4.323, -3.805)  -0.0145
C (-1.122, -2.269, -1.002)  -0.1429
C (-2.454, -4.757, -1.382)  -0.1267
C (-1.468, -2.694, -2.319)  -0.1037
C (-2.151, -3.938, -2.502)  -0.1060
N (3.142, 4.039, 4.707)  0.0403
N (3.380, 4.763, 1.795)  0.0979
C (1.576, 6.652, -0.534)  -0.3964
C (4.540, 6.823, 2.518)  0.0233
C (3.992, 2.999, 4.123)  -0.0586
C (0.675, 4.234, 0.606)  -0.5085
C (1.025, 4.107, 2.096)  -0.1849
C (2.161, 5.024, 2.576)  -0.2311
H (0.104, 2.005, -1.315)  0.0876
H (-5.757, -9.846, -1.065)  0.1082
H (0.098, -0.987, 0.307)  0.1178
H (-5.816, -7.749, -0.208)  0.1103
H (-2.724, -9.203, -2.802)  0.1171
H (-4.741, -5.524, -0.159)  0.1183
H (-1.624, -6.971, -2.750)  0.1228
H (-1.263, -1.745, -5.612)  0.1035
H (-2.523, -3.861, -5.909)  0.1031
H (-1.182, -2.805, 1.091)  0.1120
H (-2.314, -4.934, 0.757)  0.1186
H (-0.594, -1.011, -3.413)  0.0920
H (-3.089, -5.238, -3.974)  0.1092
H (3.137, 4.109, 5.713)  0.1431
H (3.412, 3.928, 1.233)  0.1452
H (2.243, 6.840, 0.305)  0.0052
H (1.323, 7.604, -1.003)  0.0355
H (2.077, 6.015, -1.264)  0.0411
H (5.485, 7.316, 2.296)  0.0891
H (3.718, 7.477, 2.232)  0.0797
H (4.490, 6.609, 3.584)  0.0844
H (4.888, 3.444, 3.685)  0.0797
H (4.302, 2.301, 4.902)  0.0871
H (3.451, 2.443, 3.357)  0.0763
H (-0.120, 3.515, 0.411)  0.0533
H (1.532, 3.946, -0.003)  0.0695
H (0.127, 4.332, 2.672)  0.1253
H (1.299, 3.070, 2.296)  0.1157
H (1.841, 6.049, 2.387)  0.1279

**Frontier orbital gap**: 0.285 hartree
**LUMO level**: -0.2 eV
**DFT total energy**: -49890.4481 eV
**Energy relative to the best compared isomer or geometry (same formula, charge and spin)**: 309.8 kJ/mol
**SMILES**: O/N=C/c1ccc(-c2ccc(O)cc2)c2ccccc12.CNC(=O)[C@H](CCSC)NC(C)=O
**HOMO energy**: -7.9 eV